(1)
The following is a DFT calculation (ωB97M-V/def2-TZVPD) of a structure of composition C3H7N5 in a non-equilibrium geometry.

Output
HOMO-LUMO gap (eV): 8.89
ΔE to the lowest compared entry with this formula, charge and spin (kcal/mol): 177.27

```
! wB97M-V def2-TZVPD RIJCOSX def2/J DEFGRID3
* xyz 0 1
C -2.30787 -0.12157 0.89678
C -1.90009 -0.24594 -0.50841
C 1.48834 -0.20856 0.24217
H -3.26640 -1.19978 0.93822
H -2.70394 1.15106 1.26321
H -1.11918 -0.28299 1.66833
H -2.30788 -1.22541 -0.60955
H -2.55746 0.33794 -1.20476
H 3.08690 -1.23900 -0.03843
H 0.58455 -1.69070 -0.89772
N -0.50431 -0.07958 -0.61947
N -0.18869 1.22114 -0.33924
N 1.00709 1.13925 0.08349
N 2.81054 -0.25607 0.31050
N 0.38982 -0.93827 -0.13565
*
```

=====

(2)
The following is a DFT calculation (ωB97M-V/def2-TZVPD) of the molecule C3H7N5 in a non-equilibrium geometry.

Output
HOMO-LUMO gap (eV): 8.81
SMILES: CC/N=c1/nn[nH][nH]1
ΔE to the lowest compared entry with this formula, charge and spin (kcal/mol): 125.56

```
! wB97M-V def2-TZVPD RIJCOSX def2/J DEFGRID3
* xyz 0 1
C 0.46680 2.10090 -0.62972
C -0.80081 1.41489 -0.09828
N -0.76937 0.14920 -0.96270
C -0.28824 -0.93868 -0.53212
N -0.43944 -2.25230 -0.99892
N -0.32665 -3.15196 0.01133
N -0.04636 -2.49480 1.09087
N 0.11298 -1.10511 0.83250
H 0.56571 3.34995 -0.65470
H 1.25492 1.69010 0.05193
H 0.93033 1.66933 -1.71737
H -1.74553 2.06463 -0.09369
H -0.52736 1.15160 1.01554
H 0.52373 -3.05677 1.83831
H 1.08929 -0.59097 0.84702
*
```

=====

> Look up the ΔE to the lowest compared entry with this formula, charge and spin of the first one.

177.27 kcal/mol

=====

> What is the HOMO-LUMO gap in the second record?

8.81 eV

=====

> Among the records above, which one has the highest HOMO-LUMO gap?

number 1